Entry 1:
One molecule with the formula C4H8N2O in a non-equilibrium geometry, computed with wB97M-V/def2-TZVPD.

XYZ file:
```
15
Properties=species:S:1:pos:R:3:forces:R:3:lowdin_charge:R:1
C 1.31110 0.63649 -1.53008 0.051 0.112 -0.151 -0.12
N 0.50923 -0.34588 -0.81791 0.110 -0.010 0.222 -0.08
C -0.60227 0.18842 -0.06205 -0.120 0.022 -0.032 -0.35
C -0.20958 1.30234 0.85342 0.358 0.734 0.525 -0.18
N 0.15353 2.15773 1.54401 -0.412 -0.865 -0.665 0.15
C -1.21035 -0.95477 0.75089 -0.213 0.173 -0.137 -0.22
O -0.17926 -1.54786 1.51625 -0.089 -0.181 0.209 -0.05
H 1.65926 1.46587 -0.89329 0.001 -0.145 -0.107 0.07
H 2.17827 0.12624 -1.96133 -0.152 0.150 0.072 0.08
H 0.72814 1.06196 -2.35329 0.062 -0.038 0.078 0.08
H 1.08886 -0.85778 -0.15961 0.003 -0.006 -0.127 0.11
H -1.36929 0.56994 -0.74847 0.134 0.047 0.090 0.15
H -1.61147 -1.68496 0.03790 0.081 0.062 0.146 0.13
H -2.02633 -0.57582 1.37763 0.134 -0.089 -0.088 0.13
H -0.41984 -1.54193 2.44593 0.053 0.033 -0.035 0.10
```
Forces are in eV/Å.

Properties
net charge	0
HOMO-LUMO gap	10.4	eV


Entry 2:
One molecule with the formula C4H8N2O in a non-equilibrium geometry, computed with wB97M-V/def2-TZVPD.

XYZ file:
```
15
Properties=species:S:1:pos:R:3:forces:R:3:lowdin_charge:R:1
C -2.87216 -0.28542 -0.10996 -0.216 0.091 -0.116 0.01
C -1.60757 0.03299 -0.02653 -0.758 -0.953 1.418 -0.04
C -0.44006 0.44962 0.40887 0.405 1.451 -1.603 -0.31
O -0.34892 1.70175 0.97849 0.749 -0.891 1.334 0.03
C 0.78296 -0.13256 -0.23571 -1.122 -0.272 -1.452 -0.48
N 1.40430 -1.17485 0.52840 -0.548 -1.184 0.842 0.04
N 1.81516 0.85238 -0.38631 0.537 0.489 -1.071 0.05
H -3.63144 0.48783 -0.05901 -0.218 0.112 -1.516 0.06
H -3.19305 -1.31929 -0.14319 -0.189 -0.088 1.103 0.05
H 0.60942 1.90711 0.92436 -0.250 -0.100 0.211 0.09
H 0.25275 -0.56789 -1.18069 1.418 0.675 0.637 0.16
H 0.67893 -1.79772 0.87909 0.214 0.045 0.098 0.08
H 1.99466 -1.74078 -0.07416 -0.046 0.076 0.002 0.08
H 1.85346 1.17450 -1.34825 0.115 0.246 0.168 0.09
H 2.70156 0.41234 -0.15541 -0.093 0.303 -0.057 0.08
```
Forces are in eV/Å.

Properties
net charge	0
HOMO-LUMO gap (alpha / beta)	7.8 / 7.8	eV


Entry 3:
One molecule with the formula C4H8N2O, computed with wB97M-V/def2-TZVPD.

XYZ file:
```
15
Properties=species:S:1:pos:R:3:forces:R:3:lowdin_charge:R:1
H 1.32195 1.44648 0.96092 -0.117 0.035 -0.048 0.05
N 0.75859 1.35232 0.11339 -0.046 -0.331 0.105 0.15
C 0.39321 0.13951 -0.06041 0.038 0.055 0.083 -0.41
N 0.58105 -0.94914 0.74887 -0.104 0.048 -0.171 -0.02
C 0.48446 -0.84732 2.19086 0.032 0.030 0.208 -0.09
C -0.41034 -0.19767 -1.31045 -0.149 -0.269 -0.199 -0.37
C -0.90552 0.94759 -2.14442 -0.019 -0.011 -0.082 -0.02
O -0.66756 -1.36072 -1.55181 0.116 0.463 0.048 0.08
H 0.21648 -1.79511 0.33192 -0.057 0.087 0.039 0.11
H -0.29074 -1.53240 2.54974 0.148 0.091 0.020 0.08
H 0.18497 0.16951 2.46910 0.086 -0.147 -0.020 0.08
H 1.42197 -1.08860 2.70072 -0.069 0.062 -0.077 0.08
H -0.07291 1.57469 -2.47203 -0.082 -0.082 0.059 0.08
H -1.46463 0.55578 -2.99556 0.107 0.052 0.104 0.08
H -1.55098 1.58508 -1.53084 0.117 -0.082 -0.069 0.09
```
Forces are in eV/Å.

Properties
net charge	0
HOMO-LUMO gap	9.9	eV


Entry 4:
One molecule with the formula C4H8N2O in a non-equilibrium geometry, computed with wB97M-V/def2-TZVPD.

XYZ file:
```
15
Properties=species:S:1:pos:R:3:forces:R:3:lowdin_charge:R:1
C 2.09412 0.81818 -0.72330 0.273 -0.196 0.032 0.01
C 0.89632 0.77926 -0.16250 -1.234 -1.420 -0.541 -0.34
N -0.06317 1.49821 0.34628 -0.301 -0.067 0.229 0.06
C -1.18464 0.71752 0.30029 -0.243 1.183 -0.883 -0.25
N -2.04451 0.76181 -0.74560 0.383 0.011 0.556 0.14
O 0.03528 -0.69696 -0.22750 0.796 1.114 0.759 -0.21
C 0.27481 -1.60161 0.83474 0.420 -0.327 -0.027 -0.13
H 2.52814 1.77953 -0.95270 0.029 0.029 0.141 0.05
H 2.65693 -0.08161 -0.90565 -0.059 -0.034 -0.081 0.04
H -1.66203 0.48268 1.25185 -0.029 -0.476 -0.030 0.14
H -1.62159 0.88013 -1.65507 -0.133 0.163 0.013 0.12
H -2.91268 0.25282 -0.70434 0.120 -0.093 0.013 0.11
H 0.92174 -2.39917 0.46406 0.019 -0.089 0.176 0.08
H -0.66902 -2.04648 1.16904 -0.004 0.026 -0.181 0.08
H 0.75027 -1.14432 1.71040 -0.035 0.174 -0.175 0.09
```
Forces are in eV/Å.

Properties
net charge	0
HOMO-LUMO gap	8.1	eV


Entry 5:
A 2-piece molecular cluster, C4H8N2O overall in a non-equilibrium geometry, computed with wB97M-V/def2-TZVPD.

XYZ file:
```
15
Properties=species:S:1:pos:R:3:forces:R:3:lowdin_charge:R:1
C 0.06991 -0.11732 2.09738 0.026 -0.095 0.183 -0.13
N -0.30302 0.53748 0.85123 0.115 -0.012 -0.098 -0.12
C -0.48972 -0.35654 -0.24175 -0.143 0.051 -0.228 -0.21
C -1.27888 0.01361 -1.25225 0.152 -0.351 0.024 -0.22
O -1.98461 1.16825 -1.26106 -0.017 0.141 0.196 0.00
H 0.99548 -0.70854 2.00621 -0.159 0.077 0.034 0.08
H 0.21378 0.64093 2.87314 -0.032 -0.162 -0.098 0.08
H -0.73846 -0.78523 2.40948 0.117 0.106 -0.002 0.08
H 0.41043 1.22130 0.61165 -0.091 -0.035 -0.007 0.12
H 0.01971 -1.31958 -0.25026 -0.065 0.157 0.016 0.10
H -1.39990 -0.57007 -2.15959 -0.083 -0.010 0.175 0.11
H -1.92642 1.50644 -0.34889 0.015 0.080 -0.146 0.10
C 2.12128 -0.41496 -1.80191 0.817 0.122 0.657 -0.10
N 2.96214 -0.31082 -1.01814 -0.823 -0.094 -0.785 0.06
H 1.32827 -0.50495 -2.51525 0.173 0.024 0.078 0.05
```
Forces are in eV/Å.

Properties
net charge	0
HOMO-LUMO gap	9.3	eV


Entry 6:
C4H8N2O as an isolated structure in a non-equilibrium geometry, computed with wB97M-V/def2-TZVPD.

XYZ file:
```
15
Properties=species:S:1:pos:R:3:forces:R:3:lowdin_charge:R:1
C 1.92828 0.10017 0.19339 0.008 0.013 -0.076 -0.04
C 1.01496 -0.62412 -0.78311 0.479 -0.112 -0.281 -0.32
O 0.13578 -1.51417 0.01139 -0.086 -0.027 0.091 0.00
C -0.88601 -0.68913 -0.41147 0.009 0.360 -0.111 -0.43
N -2.03425 -0.43621 0.33641 0.394 0.433 0.447 0.02
C -0.21998 0.08772 -1.26387 0.012 -0.134 -0.241 0.01
N -1.53464 0.87929 0.95846 -0.491 -0.034 -0.058 0.03
H 1.33942 0.56913 0.98961 0.036 -0.099 -0.224 0.08
H 2.51206 0.87412 -0.31587 -0.102 -0.105 -0.009 0.08
H 2.63192 -0.61115 0.64077 -0.132 0.096 -0.080 0.08
H 1.56799 -1.17681 -1.54255 0.097 -0.187 0.123 0.13
H -2.16394 -1.19918 1.00442 0.125 0.642 0.239 0.12
H -0.45075 0.98683 -1.81221 0.144 -0.108 0.039 0.10
H -1.84119 1.49116 0.21163 0.202 0.301 0.102 0.06
H -1.99966 1.26235 1.78298 -0.696 -1.038 0.040 0.07
```
Forces are in eV/Å.

Properties
net charge	0
HOMO-LUMO gap	9.5	eV


Entry 7:
A 2-piece molecular cluster, C4H8N2O overall, computed with wB97M-V/def2-TZVPD.

XYZ file:
```
15
Properties=species:S:1:pos:R:3:forces:R:3:lowdin_charge:R:1
C 0.87249 0.09938 1.43899 0.031 -0.017 0.065 -0.06
C -0.15482 -0.44026 0.47665 0.019 0.195 0.039 -0.41
C 0.27826 -1.31037 -0.63623 0.120 0.032 -0.234 -0.17
N -0.53315 -1.84960 0.45695 0.013 -0.226 0.253 0.01
H 1.63223 -0.65649 1.67019 -0.096 0.068 -0.036 0.08
H 1.38362 0.96137 0.99671 -0.071 -0.095 0.076 0.07
H 0.41153 0.42468 2.37743 0.060 -0.091 -0.086 0.07
H -1.00611 0.21161 0.30691 0.116 -0.144 0.054 0.10
H -0.21192 -1.26764 -1.60593 0.025 -0.016 0.156 0.10
H 1.33551 -1.56948 -0.67219 -0.153 0.042 0.009 0.11
H 0.04998 -2.37689 1.10074 -0.013 0.018 -0.055 0.08
N -1.71828 1.65280 -1.45611 0.400 0.068 -0.121 0.18
C -0.52429 1.86454 -1.48034 0.299 0.115 -0.026 -0.40
O 0.64403 1.92610 -1.47821 -0.841 -0.007 -0.056 0.16
H -2.45909 2.33024 -1.49558 0.091 0.058 -0.038 0.09
```
Forces are in eV/Å.

Properties
net charge	0
HOMO-LUMO gap	10.0	eV


Entry 8:
A 2-piece molecular cluster, C4H8N2O overall in a non-equilibrium geometry, computed with wB97M-V/def2-TZVPD.

XYZ file:
```
15
Properties=species:S:1:pos:R:3:forces:R:3:lowdin_charge:R:1
N -2.13484 -0.79287 0.09676 0.008 -0.113 0.229 0.03
C -0.77158 -0.26176 0.10022 0.053 0.076 -0.056 -0.45
C 0.02132 -0.80959 -1.09564 -0.593 -0.011 0.096 -0.07
C 2.27712 0.78795 0.08465 0.230 0.733 0.332 0.00
O 2.28762 1.08396 1.36594 -0.056 -0.512 -0.305 -0.04
C -0.87316 1.21827 0.03126 -0.018 1.184 -0.062 -0.20
N -0.94830 2.37481 -0.01352 0.111 -1.487 0.066 0.16
H -2.09913 -1.80733 0.15289 -0.002 0.142 -0.038 0.08
H -2.63402 -0.46248 0.91814 -0.031 -0.064 -0.140 0.08
H -0.22149 -0.48635 1.03493 -0.115 0.059 -0.275 0.13
H -0.39686 -0.43017 -2.02987 -0.040 -0.141 0.085 0.09
H -0.02358 -1.90196 -1.08114 -0.075 0.079 -0.043 0.08
H 1.85953 1.72294 -0.37230 0.196 -0.255 0.080 0.02
H 1.05862 -0.52281 -1.01956 0.259 0.012 -0.065 0.00
H 2.59875 0.28739 1.82725 0.074 0.297 0.096 0.10
```
Forces are in eV/Å.

Properties
net charge	0
HOMO-LUMO gap	9.5	eV


Number 3 is which compound?
C4H8N2O


What is the formula in the fifth record?
C4H8N2O